No. 1
Molecular formula: C4H7N3S
Method: DFT, the ωB97M-V functional and the def2-TZVPD basis

Last column: Löwdin charge in e.
Positions of all 15 atoms, in Å:
C  2.06596  -0.97603  0.81467  -0.05
N  1.53340  -1.25424  -0.40045  -0.03
N  0.34678  -0.61728  -0.82991  -0.06
C  -0.15189  0.55193  -0.38611  -0.43
N  0.82298  1.37062  0.15336  0.09
C  -1.52905  0.78590  -0.23718  -0.16
C  -2.21084  -0.41014  -0.20692  -0.69
S  -3.87136  -0.53182  0.20494  0.50
H  1.73494  -0.26883  1.68474  0.09
H  2.91329  -1.70377  1.10609  0.08
H  -0.06493  -1.07538  -1.84654  0.26
H  0.48357  2.24793  0.48860  0.09
H  1.59253  1.48994  -0.61111  0.16
H  -1.98892  1.71098  0.21515  0.12
H  -1.67646  -1.31982  -0.14933  0.02

Kohn-Sham gap in eV: 7.25
HOMO level in eV: -7.750
Net charge: 0
SMILES: C=NN/C(N)=C\C=S

No. 2
Molecular formula: C6H9N
Method: DFT, the ωB97M-V functional and the def2-TZVPD basis

Last column: Löwdin charge in e.
Positions of all 16 atoms, in Å:
C  -3.37145  1.16422  0.34849  0.03
C  0.17910  0.85404  -0.18499  0.07
C  1.33998  0.27537  -0.07237  -0.24
C  -1.56028  -0.36873  -0.51158  -0.27
C  2.63143  1.00421  0.14828  -0.11
C  -1.36168  -1.63853  0.25943  -0.09
N  -2.54675  0.44964  -0.06809  -0.11
H  -0.13984  1.87430  -0.14419  0.06
H  1.42859  -0.80167  -0.14027  0.09
H  -1.52067  -0.45423  -1.59115  0.12
H  3.32964  0.76666  -0.65260  0.07
H  3.07723  0.68814  1.08782  0.07
H  2.47460  2.07937  0.17269  0.07
H  -2.20057  -2.31383  0.07922  0.08
H  -1.30812  -1.43918  1.32719  0.09
H  -0.45123  -2.13978  -0.05789  0.07

Kohn-Sham gap in eV: 10.13
HOMO level in eV: -9.254
Net charge: 0

No. 3
Molecular formula: C53H42AsCoN10OPS
Method: DFT, the ωB97M-V functional and the def2-TZVPD basis

Last column: Löwdin spin population.
Positions of all 110 atoms, in Å:
Co  -0.20120  0.01440  0.00720  0.89
S  -5.15930  -0.40720  5.32790  0.00
N  -3.54870  -0.43180  5.36660  0.00
C  -3.08410  -0.49240  4.12880  0.00
C  -1.70780  -0.55750  3.73940  0.00
C  -0.63960  -0.79560  4.60200  0.00
C  0.62460  -0.91200  4.04510  0.01
C  0.80460  -0.68360  2.68700  0.00
N  -0.18560  -0.38870  1.85340  -0.01
C  -1.44570  -0.42930  2.35710  0.00
C  -2.49480  -0.46470  1.39250  0.00
N  -2.08870  -0.50910  0.10710  0.01
C  -2.99780  -0.73490  -0.83160  0.00
C  -4.34940  -0.88970  -0.54900  0.00
C  -4.79550  -0.79710  0.75960  0.00
C  -3.85300  -0.58050  1.76160  0.00
C  -4.13510  -0.51060  3.16150  0.00
N  -5.33090  -0.48000  3.72840  0.00
H  -0.82120  -0.92580  5.65700  0.00
H  1.47080  -1.18680  4.65350  0.00
H  1.79000  -0.77140  2.25540  0.00
H  -2.65250  -0.80370  -1.85440  0.00
H  -5.03820  -1.08550  -1.35590  0.00
H  -5.83730  -0.91520  1.01460  0.00
N  3.97740  0.80520  0.55120  0.01
C  4.05650  -0.07590  -0.48340  0.01
C  2.76890  -0.36560  -0.83730  0.01
N  1.90690  0.33100  -0.05940  0.03
C  2.65690  1.04440  0.78230  0.00
C  2.11090  1.93260  1.76570  0.06
N  0.95530  2.53350  1.58860  0.12
C  0.58840  3.28620  2.75640  0.10
C  1.71880  3.00060  3.67320  0.48
N  2.59770  2.22530  3.00330  0.11
H  4.77300  1.25110  0.98210  0.00
H  4.98960  -0.41960  -0.87840  0.00
H  2.42470  -1.04720  -1.58550  0.00
H  0.50780  4.36030  2.51710  0.04
H  1.89410  3.37470  4.65740  0.03
H  3.45850  1.88110  3.40140  0.00
N  -1.83310  2.15570  -0.97320  0.01
P  -0.56670  2.26650  0.32540  0.07
C  -0.13200  3.98150  -0.18370  0.03
C  -1.07010  4.98980  0.01130  0.01
C  -0.77870  6.28730  -0.36860  0.00
C  0.44350  6.57410  -0.95700  0.00
C  1.37450  5.56870  -1.16660  0.00
C  1.08930  4.27260  -0.77440  0.00
C  -1.55980  2.53760  1.79900  0.24
C  -0.84430  2.79090  3.10210  0.12
C  -1.64620  3.65250  4.02080  0.22
C  -2.99660  3.63710  3.94600  0.01
C  -3.66140  2.95780  2.89910  0.29
C  -2.93220  2.51850  1.79650  0.01
C  -1.35510  1.47780  -2.05280  0.00
C  -1.73380  1.79300  -3.36900  0.00
C  -1.31080  0.99590  -4.40590  0.00
C  -0.50030  -0.10360  -4.12380  0.00
C  -0.12750  -0.32730  -2.81880  0.00
N  -0.51710  0.44730  -1.80360  -0.01
H  -2.42210  2.94730  -1.21400  0.00
H  -2.02120  4.75440  0.46950  0.00
H  -1.50620  7.07100  -0.20930  0.00
H  0.67030  7.58450  -1.25590  0.00
H  2.32000  5.79740  -1.63720  0.00
H  1.80840  3.47950  -0.92800  0.00
H  -0.72520  1.81840  3.62480  0.04
H  -1.12020  4.20050  4.78710  0.01
H  -3.58620  4.18510  4.66350  0.00
H  -4.73700  2.88950  2.89800  0.02
H  -3.45510  2.21760  0.90020  0.00
H  -2.35860  2.65560  -3.54660  0.00
H  -1.60720  1.20870  -5.42090  0.00
H  -0.16720  -0.76950  -4.90020  0.00
H  0.48350  -1.17850  -2.55170  0.00
O  0.22970  -2.18900  -0.18980  0.02
As  0.16080  -3.82690  -0.17250  0.01
C  -0.24430  -4.45110  -1.96380  0.00
C  -1.54870  -4.29070  -2.41440  0.00
C  -1.88740  -4.67960  -3.69850  0.00
C  -0.92060  -5.23010  -4.52720  0.00
C  0.38310  -5.37570  -4.08250  0.00
C  0.72820  -4.97810  -2.80070  0.00
C  1.86950  -4.53140  0.42680  0.00
C  2.81990  -3.64230  0.90940  0.00
C  4.02350  -4.11040  1.40730  0.00
C  4.27560  -5.47260  1.42550  0.00
C  3.33180  -6.36260  0.93710  0.00
C  2.12850  -5.89560  0.43810  0.00
C  -1.19520  -4.62500  0.97650  0.00
C  -1.38630  -6.00030  0.91170  0.00
C  -2.28780  -6.61630  1.76090  0.00
C  -3.02580  -5.86020  2.65810  0.00
C  -2.86060  -4.48590  2.70540  0.00
C  -1.93450  -3.87400  1.87630  0.00
H  -2.29120  -3.86890  -1.74040  0.00
H  -2.90260  -4.57040  -4.05010  0.00
H  -1.18800  -5.55410  -5.52110  0.00
H  1.12860  -5.81120  -4.73010  0.00
H  1.74520  -5.08770  -2.43840  0.00
H  2.59310  -2.58160  0.87800  0.00
H  4.76500  -3.42050  1.78540  0.00
H  5.20870  -5.84410  1.81880  0.00
H  3.53210  -7.42300  0.94630  0.00
H  1.39620  -6.59280  0.05210  0.00
H  -0.83580  -6.59040  0.18950  0.00
H  -2.41500  -7.68780  1.72450  0.00
H  -3.72740  -6.34490  3.31880  0.00
H  -3.44790  -3.89380  3.39310  0.00
H  -1.77840  -2.80430  1.91960  0.00

Expectation value of S²: 3.811
Kohn-Sham gap (alpha / beta) in eV: 6.11 / 7.19
HOMO level (alpha / beta) in eV: -11.389 / -12.666
Net charge: +2
Multiplicity: 4

No. 4
Molecular formula: H42IO21
Method: DFT, the ωB97M-V functional and the def2-TZVPD basis

Last column: Löwdin charge in e.
Positions of all 64 atoms, in Å:
I  0.08777  -0.55648  -0.61285  0.41
O  0.90787  2.31324  -2.21843  -0.11
H  0.21746  2.57558  -1.60954  -0.01
H  1.19851  1.45929  -1.89821  -0.11
O  2.07950  0.83005  -4.21052  -0.06
H  1.45758  1.17612  -3.57046  -0.03
H  1.92509  -0.11462  -4.20869  0.03
O  -0.81029  0.11189  -5.64956  -0.07
H  -1.19284  0.51963  -4.87262  -0.03
H  -0.28665  0.80520  -6.05125  0.02
O  -2.12557  0.76254  -3.12651  -0.10
H  -1.45345  0.44271  -2.52469  -0.12
H  -2.45934  1.55841  -2.71250  -0.03
O  -3.51007  -4.04508  0.70867  -0.04
H  -2.55733  -4.12571  0.75393  0.02
H  -3.79139  -4.00714  1.62281  0.04
O  -0.45907  3.56135  0.26889  -0.04
H  -0.03669  4.04847  -0.43859  0.06
H  0.25281  3.07304  0.68240  0.02
O  4.00075  2.00604  -0.96311  -0.05
H  4.84278  1.60225  -1.17330  0.04
H  3.44461  1.27501  -0.69378  0.00
O  0.32936  -3.24347  2.14333  -0.05
H  0.19525  -2.90084  1.25967  -0.03
H  -0.28809  -3.97141  2.21473  0.05
O  -2.18630  1.52114  3.06478  -0.06
H  -2.55289  0.67799  3.33109  0.02
H  -1.23860  1.38843  3.08658  -0.02
O  3.27797  -3.31649  2.28196  -0.04
H  3.71604  -4.13749  2.50620  0.06
H  2.39670  -3.40796  2.64423  0.01
O  3.07125  -2.76069  -0.45408  -0.10
H  2.24016  -2.28724  -0.41695  -0.12
H  3.21877  -3.05733  0.44397  -0.02
O  0.19563  0.65857  2.72758  -0.09
H  0.86667  0.17030  3.20457  -0.01
H  0.41354  0.52708  1.80482  -0.09
O  2.22805  2.92662  1.40220  -0.04
H  3.06345  3.02087  0.94454  0.02
H  2.26208  3.58007  2.10083  0.05
O  -2.52489  -1.31284  1.63361  -0.10
H  -1.81850  -0.81230  1.22531  -0.10
H  -2.97035  -1.73995  0.90193  0.03
O  -2.74548  2.96569  -1.84855  -0.04
H  -3.06654  2.42376  -1.12782  0.05
H  -2.33348  3.71577  -1.41973  0.04
O  -0.72741  3.69716  -4.35903  -0.05
H  -0.78719  3.20450  -3.54054  -0.02
H  -1.58544  4.11083  -4.45337  0.03
O  1.59458  -1.08422  3.93300  -0.03
H  2.24740  -1.74881  4.15298  0.05
H  0.85319  -1.58128  3.58728  0.03
O  -3.00303  3.35496  1.16685  -0.08
H  -2.13810  3.56860  0.81684  -0.04
H  -2.82930  2.73096  1.87159  -0.02
O  -0.95536  -5.39077  -3.26914  -0.06
H  -0.60268  -4.55305  -2.96902  0.03
H  -1.90425  -5.26490  -3.27083  0.03
O  -2.53314  -1.87482  4.29868  -0.07
H  -3.47213  -1.80940  4.47264  0.03
H  -2.41812  -1.46084  3.44333  -0.04
O  3.89281  -0.39377  1.12982  -0.06
H  3.88510  -0.95961  0.35781  0.00
H  3.00122  -0.44556  1.47424  0.00

Kohn-Sham gap in eV: 8.25
HOMO level in eV: -6.505
Net charge: -1

No. 5
Molecular formula: C4H6NO
Method: DFT, the ωB97M-V functional and the def2-TZVPD basis

Last column: Löwdin charge in e.
Positions of all 12 atoms, in Å:
C  2.24981  0.43465  -0.65824  -0.08
C  2.59410  -0.77286  -0.27277  -0.30
C  -0.14116  0.82057  0.28273  -0.12
C  -1.46227  0.74116  -0.13335  -0.22
N  -2.20677  -0.33120  0.08466  -0.23
O  -3.46517  -0.51324  -0.24528  -0.28
H  3.59827  -1.14795  -0.47544  0.00
H  1.97441  -1.50426  0.23491  0.00
H  0.21247  0.05815  0.95694  0.01
H  0.34465  1.77418  0.32003  0.00
H  -1.92798  1.52258  -0.72064  0.11
H  -1.77035  -1.08179  0.62644  0.13

Kohn-Sham gap (alpha / beta) in eV: 5.56 / 6.85
HOMO level (alpha / beta) in eV: -1.617 / -2.570
Net charge: -1

What are the max |F| values for these records? In order: 5.3; 4.8; 1.9; 1.4; 0.6 eV/Å.
What are the energy relative to the best compared isomer or geometry (same formula, charge and spin) values for these records? In order: 111.15; 91.03; 92.55; 6.61; 81.35 kcal per mole.